Run a
Formula: CH4O2S2
Source: the OMol25 dataset
Level of theory: ωB97M-V/def2-TZVPD

Structure (XYZ):
```
9
Properties=species:S:1:pos:R:3
C 0.6910 0.9328 0.0593
O -0.5955 1.2649 -0.1301
O -1.6629 -1.0654 0.0942
S 3.2307 -0.1367 0.4700
S 1.3540 -0.6053 0.3288
H 1.4825 1.7913 0.1553
H -1.1657 0.4113 -0.0379
H -0.9293 -1.5762 -0.3990
H -2.4048 -1.0168 -0.5406
```

For the molar mass, the calculation gives 112.2 g/mol.

=====

Run b
Formula: CH4O2S2
Source: the OMol25 dataset
Level of theory: ωB97M-V/def2-TZVPD

Structure (XYZ):
```
9
Properties=species:S:1:pos:R:3
O 0.9674 0.8977 -0.9825
C 0.6520 -0.3317 -0.4082
O 0.6818 -0.4379 0.9795
S -1.0968 -0.8818 -0.7979
S -2.0139 0.4705 0.1236
H 0.5000 1.6687 -0.6244
H 1.3159 -1.0296 -0.8983
H 1.5842 -0.2264 1.3594
H -2.5906 -0.1296 1.2488
```

For the molar mass, the calculation gives 112.2 g/mol. Its structure (SMILES) is OC(O)SS.

=====

In kcal/mol, relative to the most stable structure: run a 15.5; run b 0.0.

=====

Run a
Formula: C4H8NO2
Source: the OMol25 dataset
Level of theory: ωB97M-V/def2-TZVPD

Structure (XYZ):
```
15
Properties=species:S:1:pos:R:3
C -2.7662 -0.0083 0.0257
C 0.6013 0.5170 -0.4534
C 0.8307 -0.4823 0.3802
C 0.9737 -1.8993 -0.0247
N 0.4133 1.9014 0.0160
O -2.1326 0.9445 0.1677
O -3.3738 -0.9550 -0.1109
H 0.5065 0.3993 -1.5220
H 0.9043 -0.2896 1.4451
H 0.1401 -2.4736 0.3801
H 1.8834 -2.3203 0.3985
H 0.9934 -2.0131 -1.1053
H 0.7528 2.5843 -0.6698
H 0.8805 2.0515 0.9188
H -0.6075 2.0433 0.1539
```

For the molar mass, the calculation gives 102.1 g/mol. Its charge is +1.

=====

Run b
Formula: C4H8NO2
Source: the OMol25 dataset
Level of theory: ωB97M-V/def2-TZVPD

Structure (XYZ):
```
15
Properties=species:S:1:pos:R:3
C 1.2096 0.6209 1.8209
N 0.3223 0.4730 0.9353
C -0.4853 -0.7091 0.7369
C -1.1320 -0.7081 -0.6498
O -0.1982 -0.6973 -1.7327
C 0.3587 0.4423 -2.0720
O 0.3221 1.4644 -1.4324
H 1.7822 1.5372 1.8672
H 1.4194 -0.1549 2.5509
H 0.1870 1.1998 0.1702
H -1.2893 -0.7226 1.4809
H 0.1273 -1.6048 0.8925
H -1.7016 -1.6300 -0.7855
H -1.8036 0.1510 -0.7544
H 0.8815 0.3382 -3.0280
```

For the molar mass, the calculation gives 102.1 g/mol. Its charge is +1. Its structure (SMILES) is C=[NH+]CCOC=O.

=====

Run c
Formula: C4H8NO2
Source: the OMol25 dataset
Level of theory: ωB97M-V/def2-TZVPD

Structure (XYZ):
```
15
Properties=species:S:1:pos:R:3
C -2.4965 -0.2206 -0.1698
C -1.0430 0.0171 0.2139
O -0.6733 1.0980 0.5843
O -0.3215 -1.0216 0.0388
C 0.9555 -1.1441 0.4950
C 1.8925 -0.2258 0.2485
N 1.5523 0.9325 -0.5223
H -3.1504 0.4402 0.5416
H -2.6015 -1.4255 -0.1617
H -2.5945 0.3149 -1.1084
H 1.1369 -2.0771 1.1860
H 2.9398 -0.3716 0.4562
H 1.5231 0.6787 -1.5445
H 2.2192 1.7097 -0.2710
H 0.6613 1.2953 0.0134
```

For the molar mass, the calculation gives 102.1 g/mol. Its charge is +1. Its structure (SMILES) is CC(=O)O/C=C\[NH3+].

=====

Run d
Formula: C4H8NO2
Source: the OMol25 dataset
Level of theory: ωB97M-V/def2-TZVPD

Structure (XYZ):
```
15
Properties=species:S:1:pos:R:3
C -0.1155 -1.4954 0.1193
C -1.0769 -0.4413 0.0157
C -0.2026 0.8329 0.1776
C 1.2274 0.4967 -0.3272
N -2.6340 0.0365 0.0697
O 2.2625 1.1066 0.2005
O 1.1688 -1.0585 0.1268
H -0.0799 -2.5861 0.1575
H -0.5380 1.8400 -0.2679
H -0.0182 0.9760 1.2582
H 1.1611 0.3469 -1.4173
H -2.7079 0.7567 -0.5936
H -3.1237 -0.8384 -0.0957
H 3.0405 1.3139 -0.4197
H 1.6365 -1.2866 0.9964
```

For the molar mass, the calculation gives 102.1 g/mol. Its charge is +1.

=====

In kcal/mol, relative to the most stable structure: run a 0.0; run b 21.4; run c 43.9; run d 97.6.